[1]
DFT (ωB97M-V/def2-TZVPD) results for C31H32N8O4S3SeSr as an isolated structure.

F_max = 0.006 hartree/bohr
highest occupied orbital energy = -1.428 eV
HOMO-LUMO gap = 4.6212 eV
DFT total energy = -5566.5468 hartree
charge = -2
spin multiplicity = 1

```
80
Properties=species:S:1:pos:R:3:forces:R:3:mulliken_charge:R:1
Sr -1.456854 -1.547636 -1.154976 0.1 -0.2 -0.2 1.261
N -1.637084 -0.717587 -3.837518 0.0 -0.1 0.0 -0.240
C -1.057892 -1.667988 -4.790867 0.0 0.0 0.0 -0.476
C -1.136247 -3.129707 -4.326482 0.0 0.0 0.0 0.172
O -0.848734 -3.991190 -5.190980 0.0 0.0 0.0 -0.837
N -1.489427 -3.299495 -3.069746 0.0 0.1 0.0 -0.058
C -1.546194 -4.679859 -2.634032 0.0 0.0 0.0 -0.575
C -1.740986 -4.845208 -1.120092 0.0 0.0 0.1 0.219
O -1.549360 -5.975237 -0.640980 0.0 0.0 0.0 -0.811
O -2.053011 -3.810193 -0.439910 0.0 0.0 0.0 -0.623
H -2.618153 -0.928242 -3.678210 0.0 0.0 0.0 0.235
H -1.613382 0.228292 -4.200390 0.0 0.0 0.0 0.150
H 0.002706 -1.427142 -4.920627 0.0 0.0 0.0 0.128
H -1.517499 -1.627127 -5.785015 0.0 0.0 0.0 0.340
H -0.637130 -5.228360 -2.905956 0.0 0.0 0.0 0.323
H -2.360662 -5.230373 -3.126599 0.0 0.0 0.0 0.333
C -5.002552 -0.484656 0.581844 0.0 0.0 0.0 -1.899
C -3.571332 -0.031240 0.344283 0.1 0.1 -0.1 0.535
S -3.293966 0.741813 -1.237196 0.0 0.0 0.2 -0.478
C -2.651650 -0.240160 1.322031 0.0 0.0 0.0 0.584
C -3.075082 -0.910842 2.618480 0.0 0.0 0.0 -2.001
S -0.900293 0.090906 1.261359 -0.1 0.0 0.0 -0.038
H -5.547349 -0.474480 -0.359192 0.0 0.0 0.0 0.403
H -5.521594 0.187705 1.276039 0.0 0.0 0.0 0.282
H -5.050972 -1.493535 0.999946 0.0 0.0 0.0 0.343
H -4.068527 -0.592340 2.945493 0.0 0.0 0.0 0.411
H -2.359665 -0.671872 3.403756 0.0 0.0 0.0 0.322
H -3.094100 -2.001009 2.508883 0.0 0.0 0.0 0.270
Se 7.028000 -1.466653 -0.559113 0.0 0.0 0.0 0.142
N 5.846984 -0.458796 -1.449368 0.0 0.0 0.0 -0.914
C 4.668938 -0.964940 -1.222566 0.0 0.0 0.0 1.020
C 3.434501 -0.408178 -1.760748 0.0 0.0 0.0 0.626
C 3.424722 0.726337 -2.569085 0.0 0.0 0.0 -0.626
C 2.215518 1.238916 -2.984060 0.0 0.0 0.0 -1.214
C 1.050959 0.591871 -2.573587 0.0 0.0 0.0 -0.664
N 1.051195 -0.507914 -1.837057 -0.1 0.1 -0.1 0.955
C 2.217341 -1.010221 -1.429023 0.0 0.0 0.0 -0.589
C 2.172610 -2.229787 -0.592432 0.0 0.0 0.0 -0.788
N 0.971131 -2.761267 -0.353223 0.0 0.0 0.0 0.691
C 0.890022 -3.849111 0.399653 0.0 0.0 0.0 -0.636
C 2.015487 -4.472004 0.944175 0.0 0.0 0.0 -1.194
C 3.255135 -3.932702 0.703781 0.0 0.0 0.0 -0.799
C 3.348027 -2.783023 -0.080286 0.0 0.0 0.0 0.574
C 4.624676 -2.145074 -0.375787 0.0 0.0 0.0 1.172
N 5.771238 -2.575702 0.069027 0.0 0.0 0.0 -0.921
H 4.363583 1.197055 -2.831130 0.0 0.0 0.0 0.494
H 2.153710 2.142388 -3.573643 0.0 0.0 0.0 0.419
H 0.074179 0.983583 -2.831978 0.0 0.0 0.0 0.502
H -0.108802 -4.239644 0.563431 0.0 0.0 0.0 0.746
H 1.892919 -5.366680 1.538542 0.0 0.0 0.0 0.430
H 4.159171 -4.373725 1.103537 0.0 0.0 0.0 0.502
C -2.137014 3.675681 2.480017 0.0 0.0 0.0 -0.887
C -2.581339 3.541834 1.028102 0.0 0.0 0.0 0.316
C -1.488743 3.885311 0.025551 0.0 -0.1 0.0 -0.992
N -0.344826 3.012757 0.226303 0.1 0.0 -0.1 1.548
C 0.845521 3.228230 -0.276155 0.0 0.1 0.0 -0.290
S 1.273760 4.462734 -1.341547 0.0 0.0 0.0 -0.426
N 1.835560 2.319120 0.116552 0.0 -0.1 0.0 0.400
C 2.049691 1.680122 1.324156 0.0 0.0 -0.1 -0.154
O 2.758969 0.694603 1.374439 0.0 0.0 0.0 -0.627
C 1.539583 2.338921 2.567948 0.0 0.0 0.0 0.695
C 1.570153 3.722682 2.700938 0.0 0.0 0.0 0.223
C 1.203811 4.310922 3.902942 0.0 0.0 0.0 -0.793
C 0.791857 3.517586 4.963904 0.0 0.0 0.0 -0.335
C 0.759065 2.135150 4.827519 0.0 0.0 0.0 -0.658
C 1.142640 1.543111 3.635281 0.0 0.0 0.0 -0.540
H -2.971905 3.488042 3.158524 0.0 0.0 0.0 0.449
H -1.741460 4.674363 2.692630 0.0 0.0 0.0 0.319
H -1.359543 2.946232 2.716537 0.0 0.0 0.0 -0.082
H -3.432362 4.197615 0.822609 0.0 0.0 0.0 0.445
H -2.920033 2.521564 0.833865 0.0 0.0 0.0 -0.583
H -1.146117 4.917954 0.134974 0.0 0.0 0.0 0.442
H -1.863635 3.750454 -0.992153 0.0 0.0 0.0 0.324
H -0.550072 2.060231 0.613872 -0.1 -0.1 0.0 -1.008
H 2.514858 2.104042 -0.598490 0.0 0.0 0.0 0.110
H 1.883058 4.339954 1.866780 0.0 0.0 0.0 0.335
H 1.227865 5.388922 4.004065 0.0 0.0 0.0 0.409
H 0.487302 3.976853 5.896927 0.0 0.0 0.0 0.361
H 0.421634 1.516047 5.649242 0.0 0.0 0.0 0.387
H 1.107445 0.471015 3.502276 0.0 0.0 0.0 0.407
```
Forces are in eV/Å.

---

[2]
DFT (ωB97M-V/def2-TZVPD) results for a 14-piece molecular cluster, C16H60N10O14 overall in a non-equilibrium geometry.

F_max = 0.167 hartree/bohr
highest occupied orbital energy = -8.026 eV
HOMO-LUMO gap = 7.8283 eV
DFT total energy = -2246.3890 hartree
spin multiplicity = 1

```
100
Properties=species:S:1:pos:R:3:forces:R:3:mulliken_charge:R:1
C -1.203047 0.530531 -5.607656 -1.5 -0.2 0.4 -1.330
C -0.867058 -0.299365 -4.346899 -1.0 0.8 -1.6 0.129
O 0.135713 0.480936 -3.737588 1.8 -1.9 0.1 -0.657
H -1.573996 1.544174 -5.328079 0.0 -0.7 0.3 0.229
H -2.050039 0.010926 -6.090456 0.5 0.4 -0.5 0.420
H -0.358653 0.787347 -6.247860 0.1 -0.8 -0.2 0.333
H -0.547284 -1.343881 -4.537966 0.3 0.8 0.0 0.359
H -1.769126 -0.421852 -3.729837 0.3 0.2 0.1 -0.007
H -0.235555 1.225985 -3.308349 -0.9 1.6 1.2 0.325
C 1.931704 -2.393997 1.212745 -0.5 -1.7 -0.9 0.890
C 1.973741 -3.841604 1.743590 0.9 1.9 0.8 -0.829
O 0.717575 -4.204694 2.161757 -2.2 0.0 0.4 -0.445
H 2.900292 -2.095570 0.877301 0.9 0.4 0.3 -0.118
H 1.521431 -1.710476 1.927324 0.0 0.5 0.2 -0.206
H 1.355274 -2.379203 0.263367 -0.2 0.0 0.8 -0.512
H 2.641043 -3.993989 2.590591 0.5 0.5 0.0 0.423
H 2.276007 -4.500255 1.001788 0.9 -1.3 -1.8 0.368
H 0.726639 -4.984836 2.707741 0.1 -0.4 0.2 0.227
C -1.103288 3.933799 0.337899 -5.5 -2.0 3.6 0.588
O -2.261674 3.351823 0.822560 5.8 2.2 -2.1 -0.652
N -1.183638 4.679756 -0.740042 0.3 1.3 -1.5 -0.517
N 0.067806 3.926250 0.944454 2.1 -0.3 0.5 -0.197
H -2.036655 4.653811 -1.202131 -1.8 0.2 -0.8 0.291
H -0.457758 5.200103 -1.196946 0.4 0.0 0.3 0.216
H 0.176791 3.118656 1.593488 0.3 1.2 -0.7 0.221
H 0.930656 4.377760 0.502399 -1.6 -0.9 0.8 0.168
C -2.995761 -3.716128 2.049355 -3.1 -7.3 -2.8 0.395
O -3.366847 -4.855922 1.391114 2.4 5.3 3.3 -0.760
N -1.798967 -3.187323 2.074548 2.9 0.3 0.3 0.036
N -3.908198 -2.958745 2.615124 -3.1 1.3 3.2 -0.205
H -1.006510 -3.746643 1.791083 0.0 -0.1 -0.1 0.143
H -1.565238 -2.445637 2.732202 -0.5 -0.5 -0.2 -0.244
H -4.805956 -3.368079 3.020050 2.0 0.7 -1.3 0.256
H -3.683150 -1.977354 2.914221 -0.4 -1.4 0.0 0.158
C 1.675722 1.618276 2.754102 5.4 -5.8 -3.4 0.367
O 2.380199 0.640776 2.029694 -3.4 4.9 3.5 -0.584
N 0.395554 1.771696 2.600441 -2.8 -0.2 0.7 0.255
N 2.314865 2.407624 3.591506 1.9 2.2 3.3 -0.351
H -0.026510 1.021697 2.030203 -0.6 0.2 0.3 -0.847
H -0.164592 2.260172 3.328472 0.5 -0.7 -1.0 0.374
H 3.337704 2.283449 3.785410 -1.7 -0.2 -0.7 0.353
H 1.830757 2.965667 4.355081 0.7 -1.1 -1.8 0.200
C -3.526320 -1.562251 -0.628856 -2.2 4.0 -5.1 0.329
O -3.770516 -0.763027 -1.714281 1.4 -3.5 4.6 -0.758
N -4.481203 -1.870418 0.220968 -2.2 0.5 1.4 -0.273
N -2.367176 -2.095998 -0.331484 2.8 -0.1 -0.2 0.069
H -5.273300 -1.237621 0.295177 0.3 -0.3 -0.4 0.314
H -4.241727 -2.350325 1.098536 -0.6 0.4 -1.1 0.295
H -1.689626 -2.096740 -1.073832 0.5 -0.1 -0.5 0.238
H -2.071215 -2.547147 0.555433 -0.9 0.4 -1.3 0.073
C 0.912058 -2.515496 -2.347016 -7.1 0.6 0.1 0.365
O -0.425462 -2.408700 -2.290558 5.2 -0.8 -0.1 -0.844
N 1.624992 -1.525422 -2.735372 1.4 4.2 -1.6 0.150
N 1.571665 -3.607840 -2.087665 0.8 -5.6 2.7 -0.435
H 1.071953 -0.692997 -3.086360 0.8 -0.5 0.6 0.103
H 2.623280 -1.547665 -2.956874 -0.8 -0.4 0.2 0.246
H 1.019318 -4.450024 -1.687413 1.2 2.3 -1.0 0.325
H 2.512198 -3.522106 -1.669295 -0.9 -0.1 -0.6 0.218
C 2.849309 1.581066 -2.975844 2.6 0.9 -1.4 0.255
O 2.205928 2.469625 -3.899766 1.8 0.1 1.2 -0.629
H 3.120301 0.596982 -3.404521 -0.3 0.5 -0.1 0.348
H 2.325096 1.428150 -2.091813 -1.5 -0.4 1.5 -0.698
H 3.831966 2.035970 -2.638765 -1.1 -0.3 -0.7 0.344
H 1.487739 1.981213 -4.245389 -1.4 -0.8 -0.7 0.326
C 0.123496 0.416990 -0.175059 0.1 0.5 -1.4 0.885
O -0.776985 0.039543 0.850770 0.3 -0.3 0.8 2.362
H 0.143109 1.552704 -0.243808 0.1 -1.5 0.2 -0.836
H -0.292786 0.034879 -1.104731 0.0 0.2 -0.3 0.148
H 1.158116 0.003450 -0.123292 -0.7 0.3 0.6 -0.204
H -1.276302 -0.773611 0.611996 0.3 0.6 -0.3 -1.159
C 3.183693 3.338237 -0.008833 2.2 -0.4 -2.6 0.071
O 2.755118 4.647080 -0.283369 -0.1 1.1 0.0 -0.606
H 3.973452 3.024737 -0.756619 -0.4 0.5 0.8 0.233
H 2.451119 2.607762 -0.248910 -1.2 -0.3 0.6 -0.444
H 3.623591 3.281331 0.942159 0.2 -0.5 1.5 0.470
H 3.526818 5.238820 -0.179815 -0.8 -0.4 -0.1 0.301
C -3.534375 0.669296 2.380363 -1.3 1.7 0.6 -0.398
O -4.432272 -0.259549 3.078581 1.0 0.9 -0.5 -0.568
H -2.639838 0.963394 2.874780 0.9 -0.5 1.3 0.112
H -3.956636 1.700183 2.207216 -0.3 -1.3 -0.2 0.414
H -3.178752 0.242116 1.481490 -0.3 -0.5 -1.0 -0.139
H -4.560181 0.042228 3.983756 0.0 0.2 -0.1 0.269
C -2.183427 1.910091 -1.947412 -2.7 0.9 0.1 -0.453
O -1.027571 2.514149 -2.357965 2.0 0.4 -1.5 -0.641
H -2.082719 1.542902 -0.976494 0.1 -1.2 1.5 -0.084
H -2.523086 1.148399 -2.630653 0.0 -0.2 -0.1 0.383
H -2.991960 2.667748 -1.811101 0.1 -0.4 -0.5 0.278
H -0.816836 3.222555 -1.744183 0.2 -0.1 -0.3 0.252
C 4.681270 -0.647154 -0.895449 -0.4 0.7 -0.9 -0.309
O 5.589124 0.497414 -0.840230 -0.5 -1.2 -0.2 -0.522
H 4.815555 -1.411183 -0.170890 0.9 -0.4 1.2 0.450
H 4.742507 -1.198533 -1.845329 0.0 0.5 -0.1 0.362
H 3.616422 -0.367065 -0.720528 0.9 0.6 -0.4 -0.212
H 6.415952 0.297425 -1.326301 -0.9 -0.1 0.4 0.291
C -0.347551 -1.143033 4.219045 0.6 0.9 -0.7 -0.458
O -1.723022 -1.377785 4.350043 -1.3 0.5 0.9 -0.613
H 0.139772 -2.093102 4.271625 0.7 -0.5 0.7 0.264
H 0.014476 -0.378658 4.943824 0.0 -0.7 -0.5 0.404
H -0.150571 -0.825450 3.181229 0.0 0.4 0.4 -0.285
H -2.087951 -0.793201 5.033281 0.1 -0.4 -0.5 0.353
```
Forces are in eV/Å.

---

[3]
DFT (ωB97M-V/def2-TZVPD) results for H14NaO7 as an isolated structure.

F_max = 0.009 hartree/bohr
highest occupied orbital energy = -13.540 eV
HOMO-LUMO gap = 8.8460 eV
DFT total energy = -697.1515 hartree
charge = +1
spin multiplicity = 1

```
22
Properties=species:S:1:pos:R:3:forces:R:3:mulliken_charge:R:1
Na 0.296062 -0.651557 1.359078 0.0 0.0 0.0 0.987
O 4.417652 -2.707058 0.772648 -0.4 0.2 0.0 -0.649
H 4.993446 -2.692239 0.008143 0.2 0.0 -0.2 0.323
H 4.874994 -3.259174 1.406874 0.1 -0.2 0.2 0.327
O -1.046664 4.796901 -1.110755 -0.2 -0.1 0.1 -0.636
H -0.805483 5.341150 -1.860315 0.0 0.2 -0.2 0.325
H -0.258287 4.288848 -0.919503 0.3 -0.1 0.0 0.311
O 0.899949 -1.186811 -3.693076 0.0 0.2 0.4 -0.650
H 0.698407 -0.910997 -4.587244 -0.1 0.1 -0.3 0.327
H 1.549274 -1.882360 -3.797061 0.2 -0.2 0.0 0.327
O 2.698900 2.154847 -1.451428 -0.3 0.0 0.3 -0.650
H 2.277328 1.614062 -2.119292 -0.1 -0.1 -0.3 0.329
H 3.614422 2.205292 -1.726216 0.3 0.1 0.0 0.321
O -2.092033 -4.284828 1.255906 0.3 0.3 0.0 -0.648
H -2.887959 -3.913901 0.874921 -0.3 0.1 -0.1 0.330
H -2.261227 -5.226112 1.295869 0.0 -0.3 0.0 0.322
O -0.975798 1.504425 5.139265 0.1 -0.2 -0.4 -0.649
H -1.732198 1.763583 5.665493 -0.3 0.1 0.1 0.325
H -0.252071 1.461303 5.764240 0.2 0.0 0.2 0.326
O -4.521788 0.184741 -0.646282 0.3 -0.2 0.1 -0.653
H -4.593682 0.527204 -1.537224 0.0 0.1 -0.3 0.327
H -4.893245 0.872682 -0.094041 -0.2 0.2 0.2 0.328
```
Forces are in eV/Å.

---

Which of these has the lowest F_max? C31H32N8O4S3SeSr